[1]
# C14H32N2O14

6 unconnected molecules or ions with the total composition C14H32N2O14 (wB97M-V/def2-TZVPD, OMol25).

ORCA input file:
```
! RIJCOSX wB97M-V def2-TZVPD def2/J DEFGRID3
* xyz -2 1
C -0.99 -1.05 -3.13
N -2.48 -0.81 -3.08
C -2.74 0.59 -3.57
C -3.14 -1.80 -4.00
C -3.01 -0.97 -1.67
C -4.46 -0.68 -1.32
O -4.83 0.67 -1.66
H -0.55 -1.14 -4.12
H -0.87 -1.95 -2.52
H -0.50 -0.30 -2.52
H -3.81 0.70 -3.69
H -2.11 0.73 -4.45
H -2.30 1.32 -2.88
H -2.56 -1.81 -4.92
H -4.16 -1.47 -4.16
H -3.05 -2.83 -3.63
H -2.36 -0.31 -1.09
H -2.74 -1.99 -1.38
H -4.65 -0.78 -0.25
H -5.16 -1.38 -1.80
H -5.18 1.00 -0.82
C 3.81 2.94 0.88
N 3.25 2.06 1.99
C 2.78 0.74 1.35
C 4.33 1.53 2.92
C 2.08 2.68 2.77
C 2.28 4.19 3.08
O 1.29 4.59 4.04
H 4.41 2.26 0.28
H 4.53 3.63 1.32
H 3.03 3.38 0.26
H 2.36 0.00 2.04
H 3.49 0.20 0.72
H 1.95 1.02 0.70
H 5.00 0.90 2.34
H 3.93 1.03 3.80
H 4.89 2.41 3.22
H 2.03 2.09 3.68
H 1.20 2.44 2.17
H 2.13 4.74 2.15
H 3.27 4.46 3.44
H 1.52 4.10 4.84
O -1.25 -4.43 -1.29
C -0.59 -4.72 -2.43
O 0.41 -4.04 -2.83
O -0.97 -5.64 -3.21
H -0.86 -3.70 -0.79
O 0.01 2.68 0.58
C 0.03 3.37 -0.61
O -0.58 2.81 -1.55
O 0.47 4.54 -0.62
H -0.48 1.88 0.33
O 0.42 -5.08 2.21
C 0.73 -4.60 3.43
O 0.13 -3.56 3.81
O 1.56 -5.24 4.15
H -0.13 -4.34 1.89
O 0.26 -1.21 2.05
C -0.21 -1.27 0.80
O 0.09 -0.27 0.07
O -0.90 -2.21 0.37
H -0.03 -2.10 2.36
*
```

---

[2]
# C78H183N5O38S11

16 unconnected molecules or ions with the total composition C78H183N5O38S11 (wB97M-V/def2-TZVPD, OMol25).

## Properties
Relative energy (zero: lowest compared OMol25 entry of this formula, charge and spin) in kJ/mol: 0.00

ORCA input file:
```
! RIJCOSX wB97M-V def2-TZVPD def2/J DEFGRID3
* xyz 0 1
C 2.14 3.51 -5.82
C 1.31 4.54 -4.99
C 1.41 5.88 -5.70
C 0.35 6.90 -5.35
C -1.03 6.24 -5.53
C -1.15 5.13 -4.51
N -0.08 4.04 -4.90
O -0.09 2.95 -3.98
C -1.21 5.67 -3.06
C -2.38 4.36 -4.71
C 2.07 4.58 -3.68
H 1.71 3.31 -6.79
H 2.29 2.57 -5.33
H 3.16 3.96 -6.04
H 2.39 6.31 -5.55
H 1.34 5.60 -6.77
H 0.42 7.75 -6.02
H 0.48 7.31 -4.31
H -1.14 5.77 -6.54
H -1.80 7.01 -5.45
H -2.05 6.39 -3.03
H -1.52 4.74 -2.49
H -0.30 6.09 -2.64
H -3.24 5.04 -4.66
H -2.43 3.91 -5.66
H -2.53 3.59 -3.99
H 2.10 3.58 -3.22
H 1.80 5.22 -2.88
H 3.07 4.89 -3.95
H -0.08 2.08 -4.45
C 0.39 -3.99 -3.71
C 0.57 -5.26 -2.88
C 2.01 -5.74 -2.98
C 2.43 -6.82 -2.06
C 1.91 -6.60 -0.69
C 0.43 -6.29 -0.59
N 0.15 -5.07 -1.45
O -1.21 -4.81 -1.32
C -0.47 -7.49 -0.83
C 0.12 -5.85 0.84
C -0.39 -6.36 -3.57
H 0.79 -3.13 -3.22
H -0.67 -3.79 -3.95
H 0.90 -4.00 -4.69
H 2.19 -5.97 -4.02
H 2.60 -4.88 -2.80
H 3.53 -6.83 -2.06
H 2.13 -7.86 -2.47
H 2.47 -5.79 -0.27
H 2.07 -7.49 -0.05
H -1.44 -7.18 -1.11
H -0.18 -8.11 -1.72
H -0.57 -8.16 0.04
H -0.94 -5.94 1.08
H 0.66 -6.57 1.50
H 0.57 -4.86 0.96
H -1.37 -6.14 -3.19
H -0.12 -7.40 -3.38
H -0.40 -6.22 -4.65
H -1.21 -3.90 -0.95
C 3.58 -2.32 -4.24
C 3.71 -0.81 -4.58
C 5.15 -0.31 -4.38
C 6.13 -0.60 -5.54
C 5.49 -0.25 -6.83
C 4.06 -0.77 -7.02
N 3.20 -0.40 -5.90
O 1.97 -1.11 -6.07
C 3.48 -0.05 -8.26
C 4.19 -2.32 -7.23
C 2.80 0.03 -3.61
H 3.10 -2.86 -5.02
H 2.99 -2.41 -3.33
H 4.60 -2.74 -4.08
H 5.10 0.77 -4.18
H 5.51 -0.72 -3.44
H 6.42 -1.68 -5.49
H 7.03 -0.01 -5.45
H 6.15 -0.57 -7.72
H 5.35 0.88 -6.97
H 3.45 1.01 -8.10
H 4.13 -0.31 -9.12
H 2.40 -0.39 -8.45
H 4.84 -2.72 -6.47
H 3.29 -2.94 -7.26
H 4.67 -2.54 -8.17
H 3.11 -0.15 -2.53
H 1.76 -0.24 -3.71
H 2.89 1.11 -3.79
H 1.22 -0.51 -5.95
C 0.15 6.19 0.60
C 1.49 5.88 1.31
C 2.57 5.49 0.22
C 3.90 5.49 0.86
C 4.23 6.78 1.45
C 3.33 7.26 2.60
N 1.93 7.10 2.07
O 1.08 7.35 3.16
C 3.58 6.41 3.92
C 3.59 8.71 2.88
C 1.22 4.61 2.25
H -0.13 5.36 -0.03
H 0.08 7.08 -0.07
H -0.72 6.30 1.24
H 2.38 4.43 -0.15
H 2.54 6.23 -0.57
H 4.70 5.24 0.11
H 4.03 4.68 1.58
H 4.40 7.57 0.71
H 5.20 6.68 1.89
H 4.60 6.31 4.21
H 3.03 6.82 4.79
H 3.12 5.44 3.75
H 4.64 8.90 3.00
H 3.22 9.24 2.00
H 3.22 9.03 3.87
H 0.86 4.93 3.25
H 2.11 4.01 2.35
H 0.48 3.99 1.80
H 0.18 7.42 2.81
C -8.28 -0.82 -0.99
C -7.61 -0.72 0.42
C -8.02 -1.94 1.27
C -7.07 -2.11 2.44
C -5.64 -2.27 1.99
C -5.19 -1.13 1.14
N -6.17 -0.82 0.10
O -5.73 0.31 -0.61
C -4.88 0.03 2.06
C -3.89 -1.47 0.50
C -8.11 0.48 1.14
H -7.98 0.13 -1.52
H -9.35 -0.84 -0.82
H -7.84 -1.64 -1.53
H -8.96 -1.73 1.67
H -8.09 -2.76 0.62
H -7.32 -2.97 3.09
H -7.14 -1.18 2.97
H -5.47 -3.27 1.52
H -5.02 -2.18 2.92
H -4.58 1.00 1.66
H -5.77 0.29 2.74
H -4.07 -0.24 2.72
H -3.24 -1.84 1.28
H -4.01 -2.31 -0.21
H -3.41 -0.64 0.01
H -7.65 1.41 0.86
H -8.05 0.47 2.25
H -9.22 0.55 1.02
H -5.91 1.08 -0.08
O 6.83 -6.23 4.07
S 7.02 -5.00 3.32
O 8.24 -4.69 2.74
O 6.01 -5.00 2.05
C 4.63 -5.52 2.29
C 4.58 -7.05 2.03
C 6.46 -3.71 4.40
H 4.00 -5.03 1.55
H 4.28 -5.25 3.29
H 3.55 -7.37 1.96
H 5.01 -7.47 2.96
H 5.16 -7.33 1.18
H 6.84 -2.81 3.87
H 6.93 -3.86 5.38
H 5.40 -3.56 4.48
O 5.24 -0.93 -0.95
S 5.72 -2.04 -0.25
O 4.83 -3.19 -0.04
O 6.95 -2.57 -1.05
C 7.52 -3.88 -0.88
C 8.29 -4.23 -2.13
C 6.37 -1.79 1.33
H 6.73 -4.53 -0.62
H 8.05 -3.79 0.04
H 8.73 -5.20 -2.01
H 9.05 -3.56 -2.34
H 7.64 -4.16 -3.03
H 7.08 -0.92 1.37
H 6.99 -2.71 1.53
H 5.48 -1.70 1.98
O -0.48 -2.30 1.88
S -0.14 -1.92 0.55
O -1.03 -2.31 -0.50
O -0.07 -0.37 0.48
C 0.88 0.44 1.25
C 1.80 1.30 0.27
C 1.47 -2.37 0.11
H 1.47 -0.27 1.85
H 0.27 1.00 1.92
H 2.34 2.01 0.74
H 1.15 1.79 -0.43
H 2.43 0.66 -0.33
H 1.84 -1.57 -0.54
H 1.31 -3.35 -0.43
H 2.07 -2.60 0.96
O -4.57 2.93 -2.21
S -4.65 3.70 -1.07
O -5.70 3.44 -0.11
O -3.30 3.40 -0.29
C -3.08 4.07 0.96
C -2.00 3.26 1.66
C -4.68 5.44 -1.34
H -4.09 4.11 1.41
H -2.77 5.10 0.81
H -2.37 2.22 1.75
H -1.76 3.87 2.53
H -1.20 3.30 0.96
H -4.20 5.87 -0.42
H -5.70 5.72 -1.38
H -4.18 5.64 -2.27
O -5.64 -2.44 -5.35
S -5.85 -2.10 -3.97
O -6.87 -2.79 -3.26
O -4.48 -2.30 -3.19
C -4.24 -3.54 -2.50
C -3.91 -4.73 -3.33
C -6.13 -0.41 -3.64
H -5.15 -3.78 -1.97
H -3.43 -3.29 -1.87
H -3.69 -5.53 -2.59
H -2.94 -4.66 -3.80
H -4.73 -5.02 -4.02
H -7.20 -0.33 -3.64
H -5.71 0.25 -4.40
H -5.78 -0.15 -2.62
O 2.96 -1.78 5.65
S 2.40 -1.92 4.34
O 3.16 -1.34 3.28
O 2.27 -3.43 3.91
C 1.31 -4.27 4.68
C 1.44 -5.68 4.41
C 0.74 -1.33 4.46
H 0.31 -3.94 4.40
H 1.49 -4.02 5.70
H 0.74 -6.13 5.11
H 2.42 -6.07 4.71
H 1.14 -6.01 3.40
H 0.19 -1.41 5.43
H 0.18 -1.94 3.72
H 0.82 -0.28 4.08
O -2.51 0.96 -6.75
S -1.86 0.20 -5.73
O -0.42 0.35 -5.54
O -2.61 0.43 -4.36
C -1.92 -0.19 -3.11
C -2.24 0.62 -1.90
C -2.22 -1.54 -6.17
H -0.89 -0.20 -3.35
H -2.36 -1.17 -3.08
H -1.96 1.71 -2.02
H -1.81 0.10 -1.01
H -3.32 0.58 -1.74
H -1.91 -1.56 -7.28
H -3.27 -1.73 -6.10
H -1.81 -2.36 -5.48
O -2.69 0.32 6.95
S -3.12 0.15 5.57
O -2.23 -0.44 4.59
O -4.39 -0.85 5.51
C -5.38 -0.86 6.57
C -6.61 -1.68 6.08
C -3.72 1.70 5.01
H -5.60 0.17 6.90
H -4.89 -1.33 7.39
H -6.20 -2.60 5.69
H -7.23 -1.22 5.20
H -7.29 -1.92 6.90
H -2.79 2.32 4.86
H -4.37 2.14 5.76
H -4.23 1.59 3.98
O -3.99 -5.56 0.45
S -4.11 -6.35 1.64
O -3.41 -7.62 1.70
O -3.77 -5.47 2.90
C -2.78 -4.34 2.78
C -2.65 -3.74 4.14
C -5.89 -6.67 2.02
H -3.19 -3.72 2.02
H -1.85 -4.76 2.44
H -2.15 -4.40 4.88
H -3.67 -3.46 4.48
H -1.98 -2.80 3.98
H -5.90 -7.07 3.01
H -6.21 -7.39 1.26
H -6.40 -5.75 1.94
O 2.45 4.15 6.41
S 2.54 2.93 5.65
O 1.40 2.56 4.84
O 3.76 3.14 4.68
C 4.14 2.04 3.81
C 5.61 2.20 3.31
C 2.80 1.53 6.75
H 3.46 2.03 2.97
H 3.96 1.04 4.26
H 5.71 3.15 2.72
H 5.81 1.32 2.66
H 6.35 2.28 4.05
H 3.82 1.40 7.15
H 2.56 0.56 6.34
H 2.13 1.78 7.61
O -2.64 4.95 5.72
S -1.66 5.87 5.32
O -1.52 6.12 3.91
O -1.90 7.28 6.15
C -1.27 8.54 5.63
C -2.09 9.11 4.55
C -0.06 5.36 5.92
H -0.26 8.32 5.27
H -1.18 9.20 6.51
H -1.41 9.85 4.18
H -2.95 9.54 5.00
H -2.23 8.37 3.73
H -0.14 5.27 6.99
H 0.78 6.00 5.72
H 0.21 4.42 5.48
*
```

---

no.,orbital gap (eV),molar mass (g mol⁻¹),E_tot (Ha)
1,4.63,452.4,-1715.53042
2,8.17,2152.1,-10594.26899